1.
23
Properties=species:S:1:pos:R:3:forces:R:3:nbo_charge:R:1 method="wB97M-V/def2-TZVPD" fmax_ev_per_a=3.2 mol_weight_g_mol=118.3 homo_ha=-0.4717 de_lowest_kj_mol=409.9 orbital_gap_ev=6.53 charge=+1
C 2.412 -1.549 -0.957 0.372 -0.619 0.445 -0.61
C -1.708 -1.006 -0.880 2.749 -1.370 -0.805 -0.41
C -2.781 0.711 0.428 1.389 0.367 -1.545 -0.42
C 2.072 -0.073 -0.715 0.528 -0.276 -0.775 -0.66
C 1.237 0.209 0.421 -0.476 -0.559 -0.784 0.03
N -1.700 -0.312 0.358 -0.036 2.323 0.169 -0.61
Si 0.950 2.010 1.158 -0.015 -1.215 -0.910 0.78
H 3.055 -1.939 -0.076 -1.081 0.389 -1.672 0.24
H 2.954 -1.645 -1.940 -0.467 -0.149 1.185 0.25
H 1.421 -2.090 -1.024 1.304 0.232 0.110 0.22
H -1.017 -0.450 -1.594 -0.694 -0.920 0.448 0.17
H -1.305 -2.092 -0.701 -0.898 1.947 -0.720 0.21
H -2.669 -0.971 -1.315 -1.159 -0.611 -0.673 0.21
H -2.743 1.156 -0.608 -0.486 -0.188 1.101 0.20
H -3.768 0.330 0.637 -0.324 -0.405 -0.044 0.21
H -2.572 1.522 1.118 0.205 -0.094 0.258 0.21
H 1.612 0.275 -1.661 -1.018 0.154 0.182 0.36
H 2.904 0.637 -0.914 0.044 -0.113 0.907 0.30
H 0.744 -0.756 0.785 0.717 1.620 0.145 0.23
H -1.678 -0.936 1.105 -0.316 -0.942 1.589 0.37
H 0.041 1.469 2.184 -0.521 1.000 -0.079 -0.10
H 0.718 2.918 -0.112 -0.081 -0.888 1.531 -0.05
H 2.246 2.201 1.804 0.263 0.316 -0.063 -0.11



2.
102
Properties=species:S:1:pos:R:3:forces:R:3:lowdin_charge:R:1 method="wB97M-V/def2-TZVPD" fmax_ev_per_a=4.1 mol_weight_g_mol=535.9 homo_ha=-0.3071 de_lowest_kj_mol=0.0 smiles=CC1(C)CCCC(C)(C)N1O.CC1(C)CCCC(C)(C)N1O.CC1(C)CCCC(C)(C)N1O.CO.CO orbital_gap_ev=8.94
C -2.105 -1.217 -2.824 0.397 -0.874 -0.377 -0.01
C -1.389 -2.499 -3.318 1.942 0.283 -1.388 -0.46
C -2.272 -3.753 -3.244 -1.049 1.865 0.805 -0.03
C -0.915 -2.410 -4.823 -1.544 -0.101 1.418 -0.15
C 0.130 -1.409 -5.039 1.080 1.219 -1.090 -0.23
C 1.385 -1.708 -4.274 -1.301 0.317 0.272 -0.15
C 1.055 -1.736 -2.786 0.854 -0.678 0.051 -0.48
C 2.289 -2.447 -2.195 0.712 0.884 1.150 -0.04
C 0.824 -0.318 -2.272 0.309 -0.747 1.095 0.00
N -0.059 -2.734 -2.611 -1.258 0.093 -0.937 -0.07
O -0.419 -2.869 -1.255 0.151 0.656 1.152 -0.06
H -3.156 -1.259 -3.096 -0.181 0.052 0.031 0.09
H -2.002 -1.198 -1.748 -0.211 0.194 0.158 0.04
H -1.667 -0.305 -3.220 -0.015 -0.042 -0.087 0.07
H -3.050 -3.616 -4.036 0.361 -0.307 0.830 0.10
H -1.703 -4.613 -3.452 0.757 -1.150 -0.337 0.06
H -2.717 -3.852 -2.229 0.014 0.014 -0.763 0.09
H -0.605 -3.409 -5.145 -0.101 0.118 -0.063 0.13
H -1.757 -2.046 -5.383 -0.755 -0.433 -0.481 0.12
H 0.372 -1.372 -6.088 0.170 -0.213 -0.727 0.11
H -0.234 -0.384 -4.895 -0.023 -0.134 0.489 0.11
H 2.142 -0.954 -4.495 0.273 -0.319 0.192 0.13
H 1.672 -2.725 -4.501 0.581 -0.154 -0.482 0.12
H 2.347 -2.274 -1.105 -0.132 -0.429 -0.262 0.08
H 3.281 -2.062 -2.575 -1.187 -0.238 0.028 0.10
H 2.188 -3.507 -2.436 0.238 0.073 0.181 0.08
H 0.163 -0.266 -1.417 -0.181 -0.108 0.218 0.07
H 0.445 0.317 -3.014 -0.811 0.801 -1.161 0.06
H 1.736 0.163 -1.963 0.566 -0.124 0.147 0.06
H -0.196 -3.761 -0.993 0.216 -0.406 -0.152 0.11
C -2.738 2.736 2.601 0.423 -0.896 -2.335 -0.02
C -2.299 1.347 3.037 -0.868 -0.206 0.132 -0.53
C -0.903 1.493 3.575 0.168 -0.714 -1.301 -0.03
C -3.176 0.923 4.194 -0.055 -0.674 0.212 -0.15
C -4.550 0.489 3.740 0.424 0.176 -0.885 -0.17
C -4.376 -0.719 2.838 0.206 -0.264 -1.142 -0.13
C -3.551 -0.405 1.562 1.235 0.487 0.661 -0.48
C -3.173 -1.721 0.865 0.328 1.089 0.441 -0.01
C -4.332 0.451 0.606 -3.373 -2.079 1.140 -0.02
N -2.272 0.275 1.993 -1.107 -0.240 1.524 -0.06
O -1.608 0.806 0.892 -0.570 0.596 -0.855 -0.02
H -2.611 3.366 3.425 -0.416 1.183 1.284 0.07
H -1.998 3.058 1.877 0.115 0.275 -0.360 0.08
H -3.695 2.806 2.072 0.029 0.052 0.644 0.08
H -0.280 1.861 2.781 0.531 0.224 -0.370 0.06
H -0.907 2.212 4.342 0.206 0.748 1.274 0.08
H -0.518 0.528 3.868 0.164 -0.242 0.435 0.09
H -2.708 0.038 4.610 0.190 -0.333 0.435 0.11
H -3.168 1.679 4.994 -0.132 -0.039 -0.389 0.13
H -5.163 0.251 4.565 -0.774 -0.320 1.019 0.10
H -5.047 1.285 3.191 -0.138 0.176 -0.034 0.11
H -5.325 -1.134 2.449 0.227 0.132 0.470 0.13
H -3.833 -1.513 3.361 -0.204 0.052 0.186 0.10
H -2.698 -2.397 1.558 0.410 -0.224 0.107 0.06
H -2.605 -1.603 -0.054 0.295 0.196 0.308 0.05
H -4.090 -2.129 0.559 -1.408 -1.005 -0.435 0.07
H -5.265 -0.156 0.252 1.505 1.123 0.488 0.13
H -3.777 0.706 -0.202 1.741 0.657 -2.616 0.04
H -4.680 1.353 1.051 -0.428 0.650 0.417 0.05
H -0.812 0.300 0.920 1.406 -0.702 -0.284 0.04
C 5.820 2.713 -0.127 -0.760 0.415 2.391 -0.02
C 4.596 2.225 -0.903 1.227 -1.252 1.638 -0.55
C 4.979 1.824 -2.275 -0.727 0.756 -2.043 -0.05
C 4.035 0.903 -0.264 1.051 1.931 -0.113 -0.14
C 3.427 1.193 1.055 -0.609 -0.865 0.966 -0.17
C 2.318 2.235 0.943 -0.132 -0.178 0.213 -0.12
C 2.743 3.540 0.302 0.498 0.163 -0.994 -0.50
C 1.450 4.275 -0.145 1.909 -0.147 -0.204 -0.02
C 3.574 4.454 1.168 -0.368 1.701 0.021 -0.04
N 3.484 3.155 -0.952 -0.610 1.217 -0.231 -0.04
O 3.941 4.427 -1.565 0.015 -1.362 0.783 -0.03
H 6.076 3.752 -0.319 0.020 0.036 -0.335 0.08
H 5.566 2.682 0.987 0.560 0.042 -1.441 0.08
H 6.701 2.098 -0.224 0.205 -0.330 -0.425 0.08
H 5.175 2.711 -2.876 0.861 0.085 0.049 0.08
H 5.781 1.072 -2.360 -0.490 0.348 0.131 0.10
H 4.031 1.539 -2.749 0.266 -0.832 -0.101 0.08
H 3.330 0.636 -0.981 -1.642 -0.815 -0.914 0.06
H 4.746 0.090 -0.247 0.618 0.067 0.114 0.13
H 3.000 0.247 1.414 -0.110 0.221 0.238 0.11
H 4.227 1.452 1.765 -0.456 0.185 -0.018 0.11
H 1.820 2.413 1.890 0.314 0.292 0.533 0.11
H 1.469 1.879 0.357 0.234 -0.543 -0.396 0.11
H 0.796 4.266 0.699 -0.653 0.433 0.471 0.07
H 1.061 3.643 -0.917 -0.619 -0.058 -0.602 0.07
H 1.705 5.280 -0.525 -0.440 -0.415 0.299 0.09
H 4.358 4.008 1.705 1.021 -0.886 0.483 0.04
H 2.965 4.905 1.946 -0.443 0.119 0.084 0.09
H 4.015 5.309 0.602 -0.431 -0.762 0.201 0.10
H 3.318 4.444 -2.280 -0.288 0.348 -0.746 0.08
C 0.723 -2.145 2.050 -0.386 -0.148 0.458 -0.14
O 0.473 -1.249 0.991 -0.253 0.031 -0.688 -0.16
H 0.718 -3.179 1.684 0.277 0.078 0.134 0.08
H 1.701 -1.895 2.498 -0.530 -0.190 -0.027 0.08
H -0.109 -2.073 2.780 0.587 0.027 0.019 0.07
H -0.025 -1.755 0.320 0.298 0.365 -0.033 0.04
C -3.256 -4.656 3.140 0.519 0.464 -0.745 -0.13
O -1.821 -4.659 3.426 -1.489 -1.393 -1.108 -0.12
H -3.622 -3.627 3.197 -0.252 -0.254 0.668 0.04
H -3.497 -4.872 2.071 0.745 -0.386 0.647 0.08
H -3.799 -5.372 3.773 0.230 0.427 -0.046 0.08
H -1.616 -3.850 3.853 0.229 1.074 0.591 0.03